A structure of composition C96H216AsF6P6. Source: the OMol25 dataset; level of theory: ωB97M-V/def2-TZVPD.

```
325
Properties=species:S:1:pos:R:3
C -4.06 -4.07 -3.09
C -3.08 -3.78 -1.90
C -3.84 -3.42 -0.71
C -4.33 -1.93 -0.61
P -5.16 -1.46 0.93
C -6.71 -2.32 1.05
C -7.51 -2.05 -0.20
C -8.85 -2.81 -0.18
C -8.61 -4.25 -0.54
C -5.47 0.37 0.91
C -4.33 1.14 0.26
C -4.63 2.68 0.27
C -5.69 3.09 -0.70
C -4.08 -1.84 2.37
C -4.20 -3.23 3.00
C -3.14 -3.42 4.04
C -3.27 -4.81 4.71
H -3.57 -4.37 -4.00
H -4.87 -3.36 -3.24
H -4.53 -5.05 -2.97
H -2.32 -3.05 -2.14
H -2.50 -4.69 -1.67
H -3.21 -3.42 0.18
H -4.68 -4.10 -0.57
H -4.87 -1.52 -1.47
H -3.46 -1.26 -0.62
H -7.26 -1.93 1.89
H -6.49 -3.38 1.25
H -7.00 -2.37 -1.11
H -7.77 -1.01 -0.34
H -9.56 -2.43 -0.89
H -9.48 -2.78 0.74
H -8.02 -4.31 -1.46
H -9.48 -4.89 -0.64
H -8.06 -4.70 0.29
H -5.55 0.54 2.00
H -6.44 0.61 0.46
H -4.20 0.83 -0.78
H -3.40 1.04 0.81
H -3.73 3.29 0.23
H -4.97 2.90 1.29
H -6.64 2.62 -0.43
H -5.48 2.66 -1.68
H -5.86 4.15 -0.73
H -4.31 -1.14 3.20
H -3.04 -1.60 2.11
H -4.23 -4.07 2.28
H -5.20 -3.36 3.43
H -3.25 -2.60 4.74
H -2.20 -3.30 3.50
H -2.50 -4.91 5.47
H -3.15 -5.62 3.98
H -4.26 -4.86 5.17
C 3.47 8.61 7.58
C 3.11 7.81 6.31
C 1.59 7.52 6.28
C 1.15 6.66 5.12
P 0.80 7.38 3.51
C -0.58 8.45 3.79
C -1.25 9.22 2.55
C -2.58 9.83 2.85
C -3.24 10.64 1.75
C 2.21 8.25 2.92
C 3.48 7.42 2.83
C 4.65 8.37 2.73
C 5.99 7.60 2.70
C 0.32 6.05 2.40
C -0.76 5.15 2.93
C -0.82 3.80 2.15
C -1.81 2.80 2.73
H 3.02 8.09 8.39
H 3.13 9.62 7.39
H 4.55 8.58 7.59
H 3.54 6.81 6.36
H 3.56 8.36 5.47
H 1.03 8.46 6.30
H 1.23 7.15 7.22
H 0.16 6.27 5.35
H 1.83 5.81 4.99
H -0.21 9.23 4.45
H -1.31 7.86 4.36
H -1.19 8.58 1.68
H -0.50 9.99 2.28
H -2.51 10.45 3.76
H -3.29 9.05 3.18
H -3.37 10.02 0.84
H -2.60 11.48 1.47
H -4.24 10.96 1.99
H 2.33 9.16 3.52
H 1.92 8.59 1.92
H 3.42 6.84 1.90
H 3.61 6.61 3.53
H 4.71 9.10 3.53
H 4.57 8.76 1.72
H 6.84 8.26 2.60
H 6.16 6.96 1.84
H 6.18 6.95 3.55
H 1.19 5.39 2.25
H 0.11 6.55 1.47
H -1.76 5.56 3.03
H -0.54 4.92 3.97
H 0.16 3.31 2.08
H -1.19 4.01 1.15
H -2.82 3.20 2.66
H -1.53 2.61 3.77
H -1.77 1.87 2.15
C 2.59 2.14 -3.89
C 2.38 3.62 -4.23
C 1.22 4.32 -3.49
C -0.13 3.64 -3.90
P -1.63 4.62 -3.63
C -1.65 6.16 -4.54
C -1.55 5.98 -6.08
C -0.16 6.07 -6.56
C -0.09 5.89 -8.09
C -2.99 3.54 -4.20
C -2.97 2.05 -3.75
C -4.05 1.36 -4.50
C -4.39 0.02 -3.95
C -1.79 5.03 -1.83
C -3.05 5.90 -1.52
C -3.05 6.37 -0.08
C -4.35 7.04 0.21
H 1.85 1.38 -4.16
H 2.74 2.00 -2.81
H 3.50 1.86 -4.41
H 2.11 3.69 -5.30
H 3.31 4.16 -4.04
H 1.25 5.39 -3.68
H 1.39 4.21 -2.42
H -0.33 2.75 -3.31
H -0.17 3.26 -4.93
H -0.94 6.87 -4.10
H -2.65 6.53 -4.29
H -2.14 6.78 -6.54
H -1.97 5.01 -6.40
H 0.46 5.32 -6.05
H 0.28 7.02 -6.27
H 0.93 5.96 -8.44
H -0.73 6.61 -8.61
H -0.45 4.88 -8.31
H -2.97 3.53 -5.30
H -3.94 4.03 -3.93
H -2.99 1.98 -2.66
H -1.98 1.65 -3.99
H -3.79 1.17 -5.54
H -4.93 2.01 -4.58
H -5.01 -0.62 -4.59
H -4.86 0.07 -2.96
H -3.43 -0.49 -3.84
H -0.84 5.47 -1.48
H -1.78 4.06 -1.30
H -3.97 5.30 -1.61
H -3.04 6.75 -2.19
H -2.22 7.04 0.16
H -3.04 5.53 0.63
H -4.48 7.89 -0.45
H -4.55 7.48 1.19
H -5.17 6.32 0.09
C 3.87 5.29 -0.86
C 3.79 4.01 -0.03
C 5.21 3.85 0.59
C 5.60 2.47 1.04
P 5.13 1.73 2.62
C 5.72 2.79 4.00
C 4.98 4.10 4.27
C 5.47 4.82 5.56
C 4.83 4.23 6.78
C 6.06 0.10 2.74
C 7.57 0.24 2.90
C 8.17 -1.06 3.43
C 9.68 -1.11 3.27
C 3.33 1.42 2.75
C 3.00 0.53 3.95
C 1.57 0.79 4.48
C 1.45 2.14 5.18
H 4.60 5.14 -1.65
H 4.13 6.16 -0.25
H 2.90 5.57 -1.31
H 3.60 3.16 -0.67
H 2.99 4.09 0.70
H 5.38 4.59 1.38
H 5.93 4.25 -0.12
H 6.69 2.35 1.01
H 5.25 1.71 0.31
H 6.76 3.08 3.80
H 5.77 2.10 4.86
H 3.89 3.96 4.37
H 5.12 4.80 3.44
H 5.23 5.86 5.41
H 6.55 4.88 5.49
H 3.75 4.37 6.70
H 5.18 4.67 7.72
H 5.00 3.19 7.01
H 5.73 -0.54 1.92
H 5.71 -0.41 3.65
H 7.75 1.08 3.56
H 8.10 0.57 2.00
H 7.75 -1.88 2.82
H 7.89 -1.18 4.48
H 10.08 -2.05 3.62
H 10.08 -0.32 3.92
H 10.05 -1.02 2.25
H 3.03 0.91 1.82
H 2.80 2.38 2.70
H 3.76 0.63 4.72
H 3.01 -0.52 3.68
H 1.21 -0.02 5.11
H 0.99 0.77 3.54
H 1.59 2.97 4.47
H 2.17 2.21 5.98
H 0.48 2.20 5.66
C -1.61 -7.28 -4.45
C -2.38 -7.79 -3.17
C -1.50 -7.76 -2.00
C -2.34 -7.99 -0.79
P -1.42 -8.22 0.77
C -2.54 -8.48 2.13
C -3.93 -7.82 1.99
C -4.95 -8.15 3.11
C -6.29 -7.65 2.67
C -0.39 -6.78 1.07
C -1.17 -5.49 1.42
C -0.33 -4.28 1.37
C 0.75 -4.17 2.47
C -0.22 -9.64 0.62
C -0.81 -10.86 0.06
C 0.23 -12.00 -0.07
C -0.25 -13.27 -0.68
H -0.72 -7.89 -4.65
H -1.31 -6.28 -4.13
H -2.24 -7.20 -5.33
H -2.85 -8.74 -3.33
H -3.21 -7.09 -2.97
H -1.00 -6.79 -1.95
H -0.66 -8.49 -2.04
H -2.90 -8.95 -0.86
H -3.11 -7.22 -0.72
H -1.96 -8.26 3.03
H -2.68 -9.58 2.04
H -4.45 -8.09 1.07
H -3.86 -6.74 2.00
H -4.69 -7.69 4.06
H -4.92 -9.23 3.30
H -6.52 -8.13 1.72
H -6.18 -6.56 2.44
H -7.07 -7.71 3.42
H 0.13 -6.65 0.13
H 0.34 -7.03 1.84
H -1.63 -5.62 2.40
H -2.02 -5.26 0.76
H -0.87 -3.33 1.38
H 0.18 -4.23 0.39
H 0.23 -4.22 3.43
H 1.29 -3.21 2.47
H 1.42 -5.00 2.42
H 0.26 -9.80 1.59
H 0.63 -9.30 0.03
H -1.25 -10.67 -0.93
H -1.69 -11.17 0.61
H 0.65 -12.18 0.92
H 1.07 -11.60 -0.66
H -0.87 -13.86 0.00
H 0.57 -13.90 -1.03
H -0.82 -13.04 -1.59
C 4.62 -0.90 -0.52
C 3.96 -1.43 -1.75
C 4.75 -2.44 -2.54
C 4.16 -2.81 -3.94
P 2.56 -3.75 -3.99
C 2.68 -4.86 -5.39
C 1.41 -5.54 -5.74
C 1.62 -6.51 -6.97
C 2.28 -7.79 -6.51
C 2.37 -4.72 -2.50
C 3.18 -6.01 -2.42
C 2.87 -6.83 -1.18
C 3.35 -6.22 0.13
C 1.17 -2.59 -4.07
C 1.18 -1.67 -5.27
C -0.02 -0.79 -5.23
C 0.01 0.22 -6.36
H 5.60 -0.42 -0.70
H 4.81 -1.77 0.12
H 4.00 -0.24 0.08
H 3.66 -0.67 -2.48
H 2.97 -1.81 -1.47
H 4.82 -3.36 -1.94
H 5.78 -2.14 -2.70
H 4.94 -3.38 -4.46
H 3.88 -1.93 -4.52
H 3.37 -5.65 -5.08
H 3.10 -4.30 -6.24
H 0.57 -4.88 -5.97
H 1.12 -6.18 -4.90
H 2.14 -6.04 -7.81
H 0.69 -6.87 -7.43
H 1.63 -8.22 -5.73
H 3.27 -7.64 -6.09
H 2.35 -8.48 -7.33
H 1.29 -4.97 -2.42
H 2.44 -4.13 -1.60
H 4.21 -5.65 -2.47
H 2.93 -6.58 -3.29
H 3.38 -7.79 -1.32
H 1.80 -7.04 -1.10
H 4.39 -5.93 -0.02
H 3.25 -6.92 0.95
H 2.79 -5.33 0.43
H 1.38 -2.02 -3.16
H 0.25 -3.16 -4.05
H 1.23 -2.17 -6.25
H 2.06 -1.05 -5.35
H -0.15 -0.29 -4.27
H -0.89 -1.44 -5.22
H -0.86 0.88 -6.46
H 0.15 -0.32 -7.29
H 0.90 0.87 -6.29
As -0.44 -0.02 -0.70
F 0.60 0.77 -1.96
F 0.78 0.34 0.59
F -1.47 -0.72 0.63
F -1.80 -0.36 -1.88
F 0.22 -1.68 -0.95
F -1.19 1.63 -0.42
```

For the strongest force on any atom, the calculation gives 2.86 eV/A. For the energy above the lowest of the compared OMol25 structures with the same formula, charge and spin, the calculation gives 0.000 eV. The charge is +5. The total energy comes out at -8669.1736 hartree. The HOMO energy is -18.605 eV.

Mulliken population analysis, charges in e, atoms 1 to 8: atom 1 (C): -1.69, atom 2 (C): 2.19, atom 3 (C): 0.00, atom 4 (C): 0.61, atom 5 (P): 1.00, atom 6 (C): -0.39, atom 7 (C): -0.18, atom 8 (C): -0.87